1.
This record from the OMol25 dataset describes C6H12O in the gas phase. The level of theory is ωB97M-V/def2-TZVPD.

Structure (XYZ):
```
19
Properties=species:S:1:pos:R:3:lowdin_charge:R:1
C 0.54 -0.43 3.27 -0.01
C -0.05 -0.06 2.13 -0.15
C 0.69 -0.44 0.80 -0.21
C 0.87 0.69 -0.22 -0.20
C -0.47 1.03 -0.91 -0.18
C -1.08 -0.19 -1.68 -0.29
O -0.47 -0.50 -2.91 -0.05
H 1.62 -0.33 3.26 0.05
H 0.01 -0.84 4.12 0.05
H -0.93 0.51 1.87 0.08
H 1.67 -0.74 1.15 0.09
H 0.13 -1.27 0.40 0.09
H 1.33 1.54 0.27 0.11
H 1.49 0.36 -1.12 0.12
H -1.21 1.28 -0.12 0.10
H -0.44 1.80 -1.70 0.12
H -1.14 -1.10 -1.08 0.10
H -2.14 0.08 -1.77 0.12
H 0.45 -0.68 -2.68 0.08
```

Calculated values
Electronic energy   -8461.6913 eV
Structure (SMILES)   C=CCCCCO
Energy above the lowest of the compared OMol25 structures with the same formula, charge and spin   61.4 kcal per mole
Net charge   0

---

2.
This record from the OMol25 dataset describes C25H27N7O3 in the gas phase. The level of theory is ωB97M-V/def2-TZVPD.

Structure (XYZ):
```
62
Properties=species:S:1:pos:R:3:lowdin_charge:R:1
C 0.19 4.94 0.65 -0.08
O 0.68 3.61 0.63 -0.11
C -0.09 2.63 1.22 -0.23
C -1.32 2.84 1.82 -0.02
C -2.01 1.77 2.36 -0.08
C -1.47 0.50 2.34 -0.08
C -0.24 0.28 1.75 -0.01
C 0.45 1.33 1.18 -0.16
N 1.67 1.19 0.50 0.17
C 2.20 0.05 -0.04 -0.50
O 1.92 -1.07 0.35 0.07
N 3.15 0.27 -1.02 -0.04
C 3.63 -0.93 -1.69 -0.15
C 2.66 -1.35 -2.79 -0.17
C 2.41 -0.20 -3.76 -0.14
C 2.05 1.11 -3.05 -0.21
C 0.67 1.12 -2.45 -0.27
N 0.11 0.01 -2.08 0.22
C -1.10 0.17 -1.50 -0.20
C -1.79 1.38 -1.30 -0.14
N -2.98 1.08 -0.73 0.11
N -3.05 -0.18 -0.57 0.07
N -1.93 -0.77 -1.03 -0.03
C -1.72 -2.20 -0.97 -0.06
C -1.73 -2.68 0.46 -0.22
C -2.92 -2.72 1.17 -0.05
C -2.94 -3.15 2.48 -0.05
C -1.77 -3.55 3.12 -0.28
C -1.79 -3.99 4.55 -0.05
C -0.58 -3.51 2.40 -0.04
C -0.56 -3.08 1.09 -0.05
C -1.18 2.61 -1.72 -0.40
O -1.57 3.75 -1.66 0.08
N 0.09 2.34 -2.28 0.21
C 3.09 1.38 -1.94 -0.11
H -0.74 5.02 0.07 0.08
H 0.03 5.28 1.67 0.10
H 0.97 5.54 0.18 0.10
H -1.77 3.82 1.83 0.11
H -2.98 1.94 2.81 0.11
H -2.01 -0.34 2.76 0.10
H 0.19 -0.71 1.71 0.09
H 2.06 2.09 0.23 0.12
H 3.72 -1.72 -0.94 0.12
H 4.62 -0.72 -2.10 0.13
H 1.72 -1.63 -2.32 0.09
H 3.05 -2.21 -3.33 0.11
H 1.61 -0.47 -4.45 0.12
H 3.31 -0.02 -4.35 0.12
H 2.10 1.93 -3.78 0.15
H -0.75 -2.39 -1.43 0.12
H -2.51 -2.69 -1.54 0.13
H -3.84 -2.39 0.69 0.11
H -3.88 -3.17 3.03 0.11
H -1.62 -3.13 5.20 0.08
H -2.75 -4.42 4.81 0.08
H -1.01 -4.72 4.74 0.08
H 0.34 -3.81 2.88 0.12
H 0.38 -3.03 0.56 0.10
H 0.59 3.17 -2.59 0.17
H 2.87 2.32 -1.43 0.12
H 4.07 1.48 -2.40 0.13
```

Calculated values
Electronic energy   -42938.0327 eV
Structure (SMILES)   COc1ccccc1NC(=O)N1CCC[C@@H](c2nc3c(nnn3Cc3ccc(C)cc3)c(=O)[nH]2)C1
Energy above the lowest of the compared OMol25 structures with the same formula, charge and spin   0.0 kcal per mole
Net charge   0

---

3.
This record from the OMol25 dataset describes 9 unconnected molecules or ions with the total composition C51H39FO19S. The level of theory is ωB97M-V/def2-TZVPD.

Structure (XYZ):
```
111
Properties=species:S:1:pos:R:3:lowdin_charge:R:1
C -1.87 -0.80 -0.60 -0.07
C -2.88 0.39 -0.32 -0.14
C -3.54 0.74 -1.68 -0.42
F -3.94 2.05 -1.79 0.01
O -4.58 -0.20 -1.95 -0.28
S -6.08 0.27 -1.37 0.98
O -5.97 0.90 -0.04 -0.41
O -6.81 -1.19 -1.05 -0.28
H -2.07 -1.60 0.13 0.08
H -0.82 -0.46 -0.54 0.04
H -2.02 -1.21 -1.62 0.08
H -3.60 0.00 0.42 0.10
H -2.33 1.23 0.13 0.12
H -2.77 0.58 -2.46 0.15
H -6.78 -1.32 -0.09 0.07
C -2.54 5.92 -2.94 0.03
C -1.99 4.77 -2.54 0.03
C -1.37 3.84 -3.51 -0.39
O -0.88 2.79 -3.15 0.08
C -1.37 4.24 -4.94 0.02
C -1.91 5.39 -5.33 0.02
C -2.54 6.32 -4.36 -0.37
O -3.03 7.37 -4.73 0.10
H -3.00 6.62 -2.24 0.08
H -1.98 4.46 -1.50 0.12
H -0.91 3.55 -5.63 0.12
H -1.92 5.69 -6.37 0.12
C 2.48 1.68 2.25 0.02
C 2.13 0.59 1.58 0.02
C 1.65 0.67 0.18 -0.38
O 1.32 -0.33 -0.43 0.08
C 1.56 2.01 -0.44 0.03
C 1.91 3.10 0.23 0.02
C 2.40 3.02 1.63 -0.38
O 2.71 4.02 2.24 0.10
H 2.83 1.65 3.27 0.09
H 2.18 -0.40 2.02 0.11
H 1.21 2.04 -1.46 0.11
H 1.86 4.09 -0.21 0.12
C 4.32 -1.34 5.72 0.03
C 4.92 -2.44 6.17 0.03
C 5.58 -3.38 5.24 -0.39
O 6.12 -4.39 5.65 0.10
C 5.57 -3.05 3.80 0.03
C 4.98 -1.94 3.35 0.02
C 4.31 -1.00 4.28 -0.35
O 3.78 0.01 3.87 0.06
H 3.83 -0.63 6.38 0.12
H 4.94 -2.70 7.22 0.12
H 6.06 -3.74 3.13 0.13
H 4.96 -1.68 2.30 0.12
C -6.58 -2.81 -3.92 0.02
C -6.01 -3.96 -3.55 0.03
C -5.37 -4.85 -4.54 -0.38
O -4.86 -5.90 -4.21 0.09
C -5.38 -4.42 -5.96 0.02
C -5.95 -3.27 -6.33 0.02
C -6.59 -2.38 -5.33 -0.38
O -7.11 -1.33 -5.67 0.11
H -7.05 -2.15 -3.20 0.09
H -5.99 -4.29 -2.52 0.12
H -4.91 -5.08 -6.67 0.12
H -5.97 -2.94 -7.36 0.12
C 10.55 0.19 2.59 0.02
C 9.64 -0.53 1.93 0.02
C 8.20 -0.31 2.14 -0.39
O 7.37 -0.97 1.55 0.10
C 7.79 0.73 3.12 0.02
C 8.69 1.44 3.77 0.00
C 10.14 1.23 3.56 -0.40
O 10.97 1.89 4.17 0.10
H 11.61 0.05 2.45 0.12
H 9.92 -1.29 1.22 0.12
H 6.72 0.87 3.25 0.12
H 8.42 2.21 4.49 0.13
C 8.84 -2.73 6.98 0.02
C 9.18 -2.74 8.27 0.03
C 9.72 -1.53 8.93 -0.39
O 10.03 -1.54 10.10 0.11
C 9.87 -0.31 8.10 0.03
C 9.53 -0.30 6.81 0.04
C 8.99 -1.51 6.15 -0.36
O 8.68 -1.51 4.98 0.11
H 8.45 -3.61 6.48 0.11
H 9.07 -3.63 8.88 0.13
H 10.27 0.56 8.60 0.13
H 9.64 0.58 6.20 0.10
C -6.63 -8.61 -4.23 0.02
C -6.03 -9.04 -5.33 0.02
C -6.65 -10.07 -6.20 -0.39
O -6.10 -10.46 -7.21 0.10
C -7.97 -10.61 -5.78 0.02
C -8.57 -10.18 -4.67 0.02
C -7.95 -9.15 -3.81 -0.39
O -8.50 -8.76 -2.80 0.10
H -6.19 -7.86 -3.58 0.10
H -5.07 -8.66 -5.65 0.12
H -8.41 -11.36 -6.43 0.12
H -9.53 -10.56 -4.35 0.12
C -5.89 10.51 -2.17 0.03
C -4.79 9.78 -2.29 0.03
C -4.39 8.82 -1.23 -0.36
O -3.38 8.15 -1.34 0.07
C -5.27 8.69 -0.05 0.03
C -6.38 9.42 0.06 0.02
C -6.78 10.39 -0.99 -0.39
O -7.78 11.05 -0.88 0.11
H -6.20 11.22 -2.93 0.12
H -4.13 9.85 -3.14 0.12
H -4.97 7.98 0.71 0.12
H -7.04 9.35 0.92 0.12
```

Calculated values
Electronic energy   -105964.3178 eV
Net charge   0

---

4.
This record from the OMol25 dataset describes a molecular structure, C27H47F8N2O17S2Y. The level of theory is ωB97M-V/def2-TZVPD.

Structure (XYZ):
```
104
Properties=species:S:1:pos:R:3:lowdin_charge:R:1
Y -2.32 -0.80 0.26 1.84
C -3.17 -0.38 -3.19 -0.42
O -3.25 -1.79 -3.35 -0.08
O -2.66 -0.18 -1.95 -0.28
C -2.49 0.30 -4.37 -0.57
F -3.37 0.54 -5.34 0.16
F -1.93 1.47 -4.01 0.14
F -1.49 -0.42 -4.89 0.16
C -3.92 -2.27 -4.49 -0.28
C -4.13 -3.79 -4.39 -0.06
H -3.18 -4.22 -4.07 0.06
H -4.82 -4.10 -3.61 0.07
H -4.49 -4.17 -5.34 0.08
H -3.31 -2.17 -5.39 0.12
H -4.92 -1.85 -4.64 0.13
H -4.22 -0.07 -3.25 0.16
C -2.61 -0.98 3.89 -0.45
O -3.60 -1.97 3.88 -0.08
O -2.27 -0.68 2.62 -0.27
C -3.05 0.25 4.75 -0.53
F -4.08 0.89 4.12 0.11
F -3.63 -0.12 5.93 0.12
F -2.01 1.04 4.97 0.16
C -3.81 -2.83 4.99 -0.25
C -4.87 -3.83 4.50 -0.07
H -5.25 -4.51 5.25 0.07
H -5.64 -3.25 3.98 0.07
H -4.50 -4.42 3.66 0.07
H -4.25 -2.30 5.84 0.11
H -2.89 -3.34 5.26 0.13
H -1.65 -1.25 4.38 0.16
N -0.12 -0.62 0.29 -0.39
S 1.12 -1.18 1.03 0.47
O 1.66 -0.35 2.06 -0.21
O 1.96 -2.24 0.52 -0.23
F 0.19 -2.11 1.96 -0.21
S 0.76 -0.08 -1.08 0.60
O 0.35 -0.67 -2.33 -0.23
O 2.08 0.41 -0.88 -0.20
F -0.18 1.24 -1.19 -0.20
O 3.79 -2.58 5.13 0.10
C 3.72 -1.54 4.53 -0.53
O 2.88 -0.54 4.87 -0.02
C 2.23 -0.55 6.12 -0.24
C 2.01 0.88 6.63 -0.06
C 4.39 -1.33 3.19 0.03
H 2.87 -1.05 6.85 0.12
H 1.30 -1.13 6.06 0.12
H 1.27 1.38 6.00 0.07
H 2.93 1.45 6.57 0.08
H 1.56 0.87 7.62 0.07
H 3.76 -1.93 2.53 0.07
H 5.29 -1.95 3.24 0.09
H 4.54 -0.33 2.81 0.08
O -2.67 1.46 0.51 -0.07
C -2.34 2.61 0.74 -0.49
O -2.31 3.54 -0.18 0.07
C -2.80 3.17 -1.48 -0.18
C -4.29 2.83 -1.51 -0.05
C -2.00 3.06 2.12 0.07
H -2.17 2.37 -1.86 0.08
H -2.76 4.04 -2.13 0.13
H -4.58 2.16 -0.70 0.07
H -4.61 2.40 -2.46 0.08
H -4.91 3.71 -1.37 0.08
H -1.00 2.71 2.40 0.12
H -2.62 2.51 2.82 0.08
H -2.07 4.14 2.24 0.10
O 5.25 0.80 -0.03 0.10
C 5.19 1.39 -1.08 -0.54
O 5.47 2.64 -1.41 0.00
C 5.57 3.60 -0.35 -0.21
C 6.83 4.45 -0.51 -0.07
C 4.75 0.57 -2.34 0.03
H 5.57 3.13 0.63 0.12
H 4.75 4.32 -0.39 0.11
H 7.71 3.81 -0.49 0.08
H 6.83 5.21 0.27 0.08
H 6.77 4.98 -1.45 0.07
H 5.21 1.13 -3.15 0.08
H 3.68 0.68 -2.36 0.04
H 5.13 -0.44 -2.25 0.09
C -0.04 -3.74 -4.31 -0.08
C 1.15 -4.03 -3.36 -0.24
C 0.83 -4.02 -1.87 -0.21
C 0.33 -5.28 -1.33 -0.23
N -0.10 -6.23 -0.85 0.14
H -0.92 -4.17 -3.84 0.06
H 0.01 -4.29 -5.25 0.07
H -0.14 -2.66 -4.42 0.06
H 1.94 -3.29 -3.53 0.10
H 1.64 -4.95 -3.68 0.11
H 0.13 -3.21 -1.67 0.09
H 1.73 -3.77 -1.31 0.10
C 2.04 3.75 -3.44 -0.11
C 0.58 3.39 -3.24 -0.09
O 0.30 3.90 -1.92 0.04
C 1.43 4.26 -1.32 -0.58
O 1.54 4.68 -0.22 0.17
O 2.51 4.06 -2.13 0.05
H 2.14 4.60 -4.11 0.13
H 2.55 2.90 -3.90 0.13
H 0.33 2.33 -3.18 0.10
H -0.09 3.93 -3.91 0.14
```

Calculated values
Electronic energy   -111002.6676 eV
Net charge   0

---

5.
This record from the OMol25 dataset describes C6H12N2O4 in the gas phase. The level of theory is ωB97M-V/def2-TZVPD.

Structure (XYZ):
```
24
Properties=species:S:1:pos:R:3:lowdin_charge:R:1
C -2.91 1.64 -0.37 0.00
C -1.67 1.22 0.37 -0.36
O -2.19 0.34 1.36 -0.02
C -0.66 0.54 -0.57 -0.26
O -1.22 -0.57 -1.21 0.03
C 0.61 0.20 0.30 -0.37
C 1.79 -0.35 -0.55 -0.28
O 3.05 0.31 -0.34 0.00
C 2.06 -1.85 -0.31 -0.19
O 2.29 -2.24 1.07 -0.11
N 0.87 1.01 1.44 0.21
N 0.56 -0.17 1.65 0.18
H -3.24 0.79 -0.81 0.05
H -3.68 2.12 0.16 0.09
H -2.57 2.30 -1.08 0.07
H -1.06 1.95 0.84 0.12
H -1.44 0.01 1.87 0.06
H -0.25 1.26 -1.18 0.13
H -2.14 -0.59 -1.03 0.07
H 1.60 -0.43 -1.62 0.15
H 3.34 0.15 0.53 0.06
H 1.19 -2.28 -0.74 0.10
H 3.07 -2.15 -0.85 0.16
H 2.60 -3.21 1.06 0.13
```

Calculated values
Electronic energy   -17582.6268 eV
Structure (SMILES)   C[C@@H](O)[C@H](O)C1([C@@H](O)CO)N=N1
Energy above the lowest of the compared OMol25 structures with the same formula, charge and spin   117.2 kcal per mole
Net charge   0

---

no.,gap between HOMO and LUMO (eV)
1,9.883
2,8.228
3,8.187
4,8.102
5,10.246